Molecular formula: C28H60BrCl2N3O12P5S
Method: DFT, the ωB97M-V functional and the def2-TZVPD basis

Each line ends with the Löwdin charge.
Geometry (Å):
C  2.814  3.960  8.682  -0.099
C  2.578  3.506  7.227  -0.216
C  1.111  3.184  6.988  -0.227
O  0.907  2.879  5.616  -0.121
C  -0.077  1.907  5.372  -0.142
C  -0.574  2.042  3.924  -0.280
C  -1.112  3.474  3.688  -0.081
C  -1.732  4.312  4.827  -0.126
C  -3.254  4.569  4.924  -0.394
C  -4.057  3.496  5.683  -0.067
C  -3.902  4.990  3.590  -0.070
O  0.735  1.938  3.228  -0.173
C  1.312  1.951  1.984  -0.738
Br  3.273  1.960  2.451  0.848
C  1.054  0.694  1.086  -0.568
C  -0.438  0.787  0.681  -0.217
C  -0.838  1.455  -0.633  -0.286
N  -2.146  2.111  -0.449  0.023
O  2.062  0.724  0.066  -0.368
C  2.148  0.013  -1.131  -1.133
Cl  3.879  -0.416  -1.316  0.661
P  0.999  -1.446  -1.367  0.877
P  2.025  -3.378  -1.070  0.235
O  3.479  -3.486  -1.104  -0.315
O  1.379  -4.234  -2.290  -0.192
O  1.357  -3.938  0.268  -0.204
P  1.998  0.990  -2.759  0.645
O  2.351  0.166  -3.949  -0.475
P  1.205  -0.997  2.069  0.639
O  1.422  -0.575  3.610  -0.371
Cl  3.101  -1.534  1.599  0.390
P  1.232  3.641  1.089  0.190
O  1.696  4.570  2.301  -0.225
O  -0.297  4.051  0.854  -0.209
S  2.245  3.908  -0.530  0.349
N  -1.481  0.901  3.641  0.093
C  -1.860  0.027  4.775  -0.470
C  -1.322  -1.370  4.776  0.013
O  -2.630  0.410  5.560  0.187
C  -2.702  1.088  2.883  -0.451
C  -3.100  -0.066  2.003  0.020
O  -3.400  2.039  3.020  0.141
H  3.486  3.284  9.212  0.069
H  3.228  4.969  8.728  0.070
H  1.872  3.987  9.242  0.069
H  3.152  2.593  7.038  0.110
H  2.893  4.278  6.521  0.113
H  0.815  2.333  7.620  0.134
H  0.493  4.053  7.260  0.127
H  0.376  0.909  5.479  0.138
H  -0.916  2.050  6.054  0.124
H  -0.209  4.010  3.405  0.089
H  -1.764  3.525  2.812  0.087
H  -1.299  5.313  4.695  0.123
H  -1.385  4.003  5.815  0.096
H  -3.302  5.460  5.564  0.122
H  -3.405  2.860  6.288  0.061
H  -4.745  3.978  6.388  0.076
H  -4.657  2.869  5.024  0.062
H  -3.152  5.227  2.825  0.072
H  -4.483  5.909  3.722  0.076
H  -4.578  4.231  3.198  0.062
H  -0.894  -0.207  0.737  0.059
H  -0.915  1.390  1.459  0.078
H  -0.128  2.233  -0.915  0.060
H  -0.877  0.713  -1.436  0.071
H  -2.913  1.475  -0.632  0.072
H  -2.244  2.887  -1.094  0.089
H  1.021  -1.453  -2.762  -0.105
H  0.411  -4.184  -2.300  0.062
H  0.436  -3.671  0.396  0.057
H  2.813  2.096  -2.533  -0.019
H  0.657  1.385  -2.839  0.012
H  2.288  -0.156  3.775  0.023
H  1.310  5.456  2.229  0.104
H  -1.002  3.410  1.046  0.042
H  -2.159  -2.034  5.020  0.101
H  -0.552  -1.467  5.545  0.101
H  -0.905  -1.652  3.814  0.032
H  -4.138  -0.318  2.233  0.105
H  -2.451  -0.934  2.115  0.077
H  -3.075  0.286  0.969  0.064
C  2.496  -4.963  -10.013  -0.090
C  1.259  -5.751  -9.571  -0.212
C  0.127  -4.941  -8.946  -0.124
N  0.197  -4.671  -7.455  -0.270
C  -0.921  -3.704  -7.139  -0.108
C  -0.873  -3.156  -5.726  -0.156
C  0.480  -2.511  -5.442  -0.177
C  1.588  -3.530  -5.669  -0.145
C  1.533  -4.079  -7.085  -0.102
C  -0.025  -5.951  -6.721  0.033
H  3.183  -4.744  -9.198  0.065
H  3.055  -5.541  -10.747  0.083
H  2.214  -4.019  -10.482  0.084
H  1.546  -6.589  -8.933  0.108
H  0.818  -6.201  -10.462  0.122
H  -0.823  -5.457  -9.084  0.134
H  0.054  -3.967  -9.431  0.135
H  -0.827  -2.888  -7.855  0.141
H  -1.850  -4.236  -7.340  0.140
H  -1.681  -2.429  -5.631  0.129
H  -1.083  -3.945  -4.998  0.113
H  0.520  -2.135  -4.426  0.063
H  0.626  -1.649  -6.099  0.131
H  1.521  -4.335  -4.935  0.103
H  2.568  -3.074  -5.528  0.140
H  2.265  -4.872  -7.216  0.131
H  1.727  -3.291  -7.815  0.146
H  0.773  -6.645  -6.963  0.108
H  -0.985  -6.363  -7.023  0.118
H  -0.024  -5.763  -5.653  0.099

Its total energy is -211412.4160 eV. Its net charge is +1. The calculation puts the lowest unoccupied orbital energy at -2.52 eV.


Molecular formula: C28H60ClN8O6P
Method: DFT, the ωB97M-V functional and the def2-TZVPD basis

Each line ends with the Löwdin charge.
Geometry (Å):
N  -1.043  1.035  5.024  0.200
C  -1.302  1.993  4.454  -0.249
C  -1.641  3.216  3.716  -0.284
C  -1.087  3.174  2.232  -0.695
Cl  -2.427  3.182  1.012  0.777
C  -0.352  4.435  2.002  -0.254
N  0.238  5.406  1.848  0.203
C  -0.147  1.989  1.990  -0.204
C  0.239  1.740  0.520  -0.201
C  -0.545  0.580  -0.098  -0.179
C  -0.535  0.570  -1.632  -0.138
N  -1.819  0.222  -2.193  -0.128
C  -2.638  1.047  -2.916  -0.110
C  -3.773  0.368  -3.239  -0.105
C  -3.650  -0.937  -2.683  -0.099
C  -2.440  -0.988  -2.057  -0.110
P  -3.422  3.563  4.096  0.437
N  -3.559  3.688  5.621  -0.126
O  -4.318  2.443  3.411  -0.141
O  -3.687  4.939  3.336  -0.151
H  -1.150  4.051  4.229  0.135
H  -0.569  1.073  2.398  0.114
H  0.772  2.198  2.542  0.109
H  0.096  2.642  -0.080  0.099
H  1.308  1.514  0.498  0.119
H  -1.589  0.657  0.223  0.094
H  -0.160  -0.361  0.302  0.116
H  0.190  -0.167  -1.991  0.113
H  -0.245  1.543  -2.028  0.119
H  -2.337  2.059  -3.143  0.114
H  -4.603  0.757  -3.807  0.089
H  -4.362  -1.745  -2.739  0.091
H  -1.970  -1.797  -1.516  0.121
H  -4.225  3.041  6.026  0.004
H  -4.841  2.775  2.669  0.070
H  -2.995  5.177  2.704  0.052
C  2.552  0.213  3.681  -0.105
O  2.031  -0.743  2.779  -0.202
C  2.564  -2.049  2.891  -0.206
C  1.920  -2.913  3.981  -0.436
C  2.355  -2.549  5.397  -0.067
N  0.457  -2.921  3.923  0.044
H  3.617  0.060  3.882  0.094
H  2.006  0.222  4.627  0.075
H  2.432  1.188  3.211  0.068
H  2.377  -2.521  1.923  0.119
H  3.653  -1.997  3.029  0.120
H  2.255  -3.936  3.783  0.134
H  1.851  -1.648  5.748  0.067
H  2.092  -3.352  6.084  0.076
H  3.433  -2.387  5.454  0.078
H  0.147  -3.284  3.027  0.069
H  0.122  -1.961  3.958  0.062
C  2.486  0.118  -3.840  -0.104
O  1.858  -1.148  -3.834  -0.200
C  2.403  -2.111  -4.714  -0.202
C  3.613  -2.869  -4.158  -0.430
C  4.910  -2.067  -4.143  -0.057
N  3.363  -3.393  -2.810  0.042
H  2.838  0.396  -4.837  0.093
H  3.325  0.162  -3.141  0.080
H  1.739  0.845  -3.522  0.071
H  1.598  -2.829  -4.891  0.124
H  2.646  -1.644  -5.678  0.122
H  3.770  -3.727  -4.820  0.127
H  4.923  -1.343  -3.327  0.068
H  5.755  -2.740  -3.998  0.065
H  5.054  -1.529  -5.082  0.081
H  2.569  -4.028  -2.838  0.076
H  3.052  -2.618  -2.231  0.068
C  7.301  -5.558  -5.400  -0.106
O  6.652  -5.254  -4.182  -0.199
C  5.521  -6.048  -3.875  -0.218
C  5.837  -7.404  -3.233  -0.434
C  6.368  -8.450  -4.207  -0.070
N  6.761  -7.291  -2.103  0.039
H  6.582  -5.866  -6.166  0.090
H  8.051  -6.344  -5.284  0.075
H  7.804  -4.651  -5.735  0.087
H  4.939  -5.457  -3.163  0.102
H  4.902  -6.179  -4.774  0.118
H  4.886  -7.776  -2.837  0.135
H  7.414  -8.268  -4.456  0.064
H  6.312  -9.441  -3.758  0.075
H  5.792  -8.460  -5.135  0.077
H  6.354  -6.696  -1.388  0.072
H  7.588  -6.793  -2.419  0.069
C  -9.487  7.842  1.460  -0.106
O  -8.454  7.130  0.808  -0.187
C  -7.222  7.071  1.498  -0.210
C  -7.128  5.961  2.550  -0.435
C  -7.892  6.254  3.836  -0.062
N  -7.542  4.655  2.023  0.040
H  -9.088  8.698  2.013  0.090
H  -10.054  7.210  2.148  0.075
H  -10.165  8.207  0.690  0.087
H  -6.471  6.877  0.728  0.121
H  -6.992  8.048  1.944  0.121
H  -6.071  5.876  2.813  0.111
H  -8.966  6.112  3.705  0.066
H  -7.569  5.574  4.624  0.077
H  -7.719  7.276  4.175  0.080
H  -6.955  4.416  1.229  0.067
H  -8.473  4.751  1.628  0.071

Its total energy is -76024.3244 eV. The calculation puts the lowest unoccupied orbital energy at 0.07 eV.


Molecular formula: C28H61ClN14O33
Method: DFT, the ωB97M-V functional and the def2-TZVPD basis

Each line ends with the Löwdin charge.
Geometry (Å):
C  -0.757  2.523  2.355  -0.119
C  0.347  2.388  1.299  -0.242
C  1.442  1.333  1.540  -0.590
Cl  2.011  1.382  3.239  0.715
C  1.026  -0.059  1.159  -0.078
C  1.768  -1.031  0.600  -0.060
C  3.188  -1.191  0.164  -0.108
C  4.246  -0.252  0.762  -0.178
C  4.699  0.974  -0.059  -0.176
C  4.506  0.886  -1.573  -0.156
C  3.088  1.127  -2.070  -0.178
O  2.921  2.533  -2.298  -0.022
C  1.626  2.849  -2.626  -0.511
C  1.249  2.695  -4.068  0.045
O  0.880  3.231  -1.764  0.099
C  0.848  -2.190  0.365  -0.383
O  1.103  -3.342  0.247  0.180
O  -0.455  -1.704  0.416  0.121
C  -0.364  -0.606  1.275  -0.354
O  -1.279  -0.317  1.976  0.146
H  -1.731  2.559  1.867  0.058
H  -0.668  3.453  2.912  0.074
H  -0.796  1.695  3.056  0.045
H  0.869  3.341  1.222  0.112
H  -0.055  2.183  0.306  0.102
H  2.266  1.590  0.880  0.083
H  3.447  -2.220  0.429  0.123
H  3.180  -1.188  -0.929  0.124
H  3.895  0.061  1.744  0.047
H  5.133  -0.854  0.964  0.114
H  5.766  1.105  0.126  0.106
H  4.245  1.905  0.299  0.110
H  5.158  1.595  -2.084  0.127
H  4.825  -0.103  -1.919  0.119
H  2.918  0.570  -2.993  0.092
H  2.340  0.788  -1.346  0.115
H  1.066  3.692  -4.472  0.099
H  2.028  2.199  -4.637  0.062
H  0.338  2.100  -4.127  0.083
C  2.153  -3.710  3.411  0.072
N  3.169  -2.796  4.003  -0.416
O  3.757  -2.046  3.249  0.067
O  3.340  -2.851  5.202  0.067
H  2.128  -3.526  2.345  0.067
H  2.450  -4.730  3.634  0.109
H  1.201  -3.481  3.882  0.105
C  2.285  6.206  -1.721  0.051
N  3.640  6.525  -2.242  -0.445
O  4.403  7.136  -1.523  0.065
O  3.894  6.146  -3.368  0.058
H  2.199  6.601  -0.716  0.101
H  1.565  6.669  -2.388  0.074
H  2.170  5.129  -1.739  0.065
C  -3.631  -1.045  0.046  0.047
N  -4.651  -0.573  -0.930  -0.456
O  -5.534  -1.333  -1.259  0.080
O  -4.507  0.559  -1.356  0.042
H  -3.876  -2.057  0.348  0.105
H  -2.672  -1.001  -0.459  0.086
H  -3.653  -0.357  0.884  0.092
C  -2.928  -1.471  4.348  0.049
N  -4.162  -2.134  4.851  -0.438
O  -5.074  -2.305  4.069  0.070
O  -4.176  -2.468  6.019  0.056
H  -3.066  -1.240  3.301  0.063
H  -2.776  -0.572  4.938  0.110
H  -2.106  -2.164  4.499  0.101
C  3.343  -1.387  -6.476  0.059
N  3.015  -0.333  -5.483  -0.427
O  1.994  -0.446  -4.832  0.052
O  3.798  0.592  -5.384  0.060
H  2.565  -2.141  -6.448  0.099
H  3.393  -0.900  -7.445  0.063
H  4.310  -1.796  -6.199  0.104
C  -6.184  -4.965  6.277  0.040
N  -6.821  -5.672  7.422  -0.448
O  -6.958  -6.878  7.342  0.046
O  -7.162  -4.996  8.367  0.073
H  -5.946  -5.703  5.520  0.096
H  -6.893  -4.230  5.912  0.102
H  -5.297  -4.468  6.652  0.076
C  -4.806  4.536  0.908  0.047
N  -3.978  5.196  1.958  -0.448
O  -4.019  6.404  2.039  0.071
O  -3.313  4.462  2.659  0.056
H  -5.341  5.305  0.363  0.093
H  -4.130  3.978  0.266  0.094
H  -5.486  3.857  1.413  0.100
C  -3.281  -1.138  -4.167  0.057
N  -1.925  -0.864  -4.718  -0.434
O  -1.156  -0.218  -4.033  0.055
O  -1.674  -1.296  -5.823  0.059
H  -3.336  -0.676  -3.190  0.063
H  -4.003  -0.704  -4.851  0.079
H  -3.405  -2.216  -4.111  0.109
C  5.538  0.877  4.044  0.034
N  6.938  1.135  3.610  -0.444
O  7.660  1.769  4.346  0.079
O  7.261  0.683  2.526  0.050
H  5.393  1.326  5.020  0.099
H  4.884  1.322  3.302  0.053
H  5.401  -0.200  4.074  0.085
C  5.554  -3.604  7.426  0.037
N  6.616  -2.839  8.138  -0.455
O  6.478  -1.638  8.238  0.068
O  7.554  -3.477  8.569  0.061
H  4.791  -2.911  7.100  0.065
H  6.027  -4.103  6.586  0.101
H  5.163  -4.336  8.128  0.101
C  -2.542  6.543  -2.162  0.050
N  -1.210  6.957  -2.679  -0.442
O  -0.498  7.618  -1.951  0.061
O  -0.917  6.593  -3.798  0.068
H  -2.653  6.938  -1.158  0.091
H  -3.289  6.945  -2.839  0.102
H  -2.562  5.456  -2.177  0.099
C  -2.929  0.979  -8.458  0.051
N  -4.258  0.380  -8.154  -0.443
O  -5.068  0.293  -9.048  0.082
O  -4.428  0.006  -7.010  0.045
H  -2.913  1.257  -9.505  0.093
H  -2.809  1.842  -7.810  0.102
H  -2.180  0.227  -8.224  0.093
C  -9.035  -9.788  6.839  0.047
N  -8.449  -10.669  5.791  -0.455
O  -7.926  -11.705  6.144  0.064
O  -8.535  -10.283  4.643  0.057
H  -8.884  -10.258  7.803  0.095
H  -8.526  -8.830  6.780  0.076
H  -10.090  -9.674  6.608  0.100
C  3.877  2.260  -10.228  0.054
N  3.292  1.352  -9.204  -0.439
O  3.294  0.156  -9.430  0.050
O  2.846  1.865  -8.202  0.075
H  4.228  1.656  -11.056  0.095
H  3.093  2.946  -10.533  0.102
H  4.686  2.801  -9.749  0.104

Its total energy is -130937.7553 eV. The calculation puts the lowest unoccupied orbital energy at -1.40 eV.


Molecular formula: C28H61N2O10
Method: DFT, the ωB97M-V functional and the def2-TZVPD basis

Each line ends with the Löwdin charge.
Geometry (Å):
C  0.194  4.647  4.981  0.130
C  0.280  5.788  4.620  -0.130
C  0.296  7.153  4.044  -0.204
C  -0.029  7.109  2.544  -0.181
C  -1.324  6.343  2.193  -0.112
C  -2.525  6.737  3.014  -0.199
C  -3.610  5.947  3.303  0.049
N  -4.411  6.762  4.085  0.115
C  -3.883  7.943  4.267  -0.039
N  -2.720  7.958  3.599  0.168
H  0.005  3.616  5.159  0.041
H  1.292  7.578  4.162  0.122
H  -0.378  7.764  4.645  0.096
H  -0.025  8.101  2.091  0.116
H  0.777  6.545  2.073  0.120
H  -1.150  5.279  2.355  0.113
H  -1.549  6.453  1.131  0.130
H  -3.813  4.939  3.006  0.146
H  -5.303  6.483  4.464  0.186
H  -4.243  8.785  4.830  0.165
H  -2.052  8.705  3.521  0.175
C  1.724  0.576  3.460  -0.090
O  0.888  1.484  2.751  -0.203
C  1.593  2.581  2.190  -0.213
C  1.917  2.360  0.724  -0.208
O  2.801  1.272  0.544  -0.180
C  2.135  0.064  0.213  -0.100
H  1.180  -0.361  3.569  0.080
H  2.655  0.380  2.927  0.089
H  1.951  0.970  4.457  0.088
H  2.506  2.783  2.759  0.130
H  0.941  3.458  2.281  0.099
H  2.418  3.253  0.334  0.125
H  0.997  2.212  0.148  0.125
H  1.886  0.050  -0.854  0.091
H  1.227  -0.080  0.802  0.078
H  2.816  -0.760  0.420  0.090
C  -0.554  -2.033  -4.164  -0.094
O  -1.532  -2.998  -3.806  -0.184
C  -1.008  -4.066  -3.035  -0.198
C  -1.251  -3.868  -1.552  -0.194
O  -0.573  -2.723  -1.049  -0.240
C  -1.414  -1.586  -0.956  -0.098
H  -1.073  -1.123  -4.458  0.069
H  0.118  -1.801  -3.336  0.084
H  0.032  -2.394  -5.017  0.095
H  0.061  -4.192  -3.235  0.116
H  -1.519  -4.979  -3.354  0.130
H  -0.859  -4.738  -1.014  0.123
H  -2.322  -3.801  -1.342  0.130
H  -2.022  -1.644  -0.046  0.086
H  -2.066  -1.477  -1.824  0.088
H  -0.776  -0.704  -0.888  0.080
C  -2.510  0.544  -6.212  -0.111
O  -1.598  1.290  -5.418  -0.209
C  -0.640  2.003  -6.187  -0.201
C  -1.027  3.456  -6.381  -0.206
O  -2.222  3.597  -7.132  -0.187
C  -3.372  3.796  -6.329  -0.113
H  -3.370  0.300  -5.589  0.093
H  -2.854  1.104  -7.082  0.086
H  -2.042  -0.389  -6.541  0.086
H  -0.488  1.516  -7.155  0.129
H  0.307  1.963  -5.640  0.125
H  -0.233  3.956  -6.942  0.126
H  -1.122  3.959  -5.413  0.123
H  -3.433  4.841  -6.007  0.087
H  -3.378  3.143  -5.454  0.081
H  -4.245  3.570  -6.940  0.091
C  -0.338  -6.252  3.090  -0.102
O  -0.808  -5.598  4.261  -0.190
C  0.215  -4.924  4.974  -0.204
C  0.249  -3.442  4.652  -0.208
O  0.569  -3.205  3.291  -0.200
C  -0.570  -2.968  2.479  -0.103
H  -1.202  -6.460  2.459  0.089
H  0.367  -5.636  2.530  0.080
H  0.138  -7.201  3.354  0.091
H  1.188  -5.380  4.771  0.128
H  0.002  -5.047  6.040  0.126
H  1.029  -2.971  5.258  0.123
H  -0.706  -2.972  4.909  0.126
H  -0.897  -1.927  2.591  0.086
H  -1.396  -3.639  2.720  0.090
H  -0.280  -3.130  1.441  0.071
C  2.329  -4.043  -0.350  -0.094
O  2.477  -5.450  -0.204  -0.190
C  2.360  -6.155  -1.430  -0.203
C  3.711  -6.482  -2.035  -0.202
O  4.432  -5.314  -2.394  -0.190
C  5.389  -4.925  -1.422  -0.110
H  2.741  -3.574  0.545  0.091
H  2.864  -3.662  -1.223  0.090
H  1.272  -3.780  -0.425  0.057
H  1.753  -5.585  -2.141  0.111
H  1.836  -7.091  -1.215  0.126
H  3.552  -7.057  -2.952  0.126
H  4.297  -7.100  -1.349  0.127
H  6.294  -5.533  -1.518  0.089
H  4.998  -5.010  -0.407  0.083
H  5.648  -3.884  -1.611  0.089

Its total energy is -53466.3767 eV. Its net charge is +1. The calculation puts the lowest unoccupied orbital energy at -2.99 eV.